The following is a DFT calculation (ωB97M-V/def2-TZVPD) of a molecular structure, C36H36F6N6O6S2Ti.

Values from the calculation:
Net charge: 0
Relative energy (zero: lowest compared OMol25 entry of this formula, charge and spin), kJ/mol: 1.8
LUMO, Ha: -0.030
HOMO-LUMO gap, hartree: 0.2505
M, g mol⁻¹: 874.71
HOMO energy, eV: -7.635

```
93
Properties=species:S:1:pos:R:3:forces:R:3
Ti 0.160 0.106 0.160 0.3 -0.3 0.3
C -0.211 -1.982 4.114 0.0 0.0 0.0
C -1.298 -1.157 3.414 0.0 0.0 0.0
C -1.505 -1.614 1.960 0.0 0.0 0.0
N -1.575 -0.556 0.962 0.1 -0.1 -0.2
C -2.724 -0.138 0.467 -0.2 0.1 0.0
C -3.955 -0.360 1.124 0.1 -0.1 0.0
C -5.244 -0.060 0.752 -0.1 0.0 0.0
C -5.728 0.576 -0.390 0.0 0.0 0.1
C -4.964 1.103 -1.406 0.0 0.0 -0.1
C -3.582 1.145 -1.566 0.0 0.1 0.1
C -2.553 0.627 -0.779 0.0 -0.1 -0.1
N -1.263 0.741 -1.114 0.0 0.1 0.2
C -0.793 1.777 -2.022 -0.1 0.0 0.1
C -0.755 3.142 -1.305 0.0 0.0 -0.1
C -0.830 3.076 0.225 -0.1 0.0 0.1
N 0.007 2.055 0.855 0.4 0.1 -0.1
C 0.635 2.318 1.993 -0.2 0.1 0.2
C 0.383 3.473 2.773 0.0 0.0 -0.1
C 1.098 4.049 3.800 0.0 0.0 0.0
C 2.297 3.649 4.377 -0.1 0.0 -0.1
C 2.941 2.458 4.122 0.0 0.0 0.0
C 2.528 1.374 3.357 0.0 -0.1 0.0
C 1.452 1.206 2.488 -0.2 0.1 0.1
N 1.114 0.022 1.943 0.1 0.3 -0.2
C 1.694 -1.200 2.516 -0.1 0.0 -0.2
C 1.218 -1.459 3.949 0.0 0.0 0.0
H -0.268 -3.014 3.752 0.0 0.0 0.0
H -0.422 -2.029 5.185 0.0 0.0 0.0
H -1.034 -0.097 3.427 0.0 0.0 0.0
H -2.241 -1.248 3.959 0.0 0.0 0.0
H -2.394 -2.246 1.873 0.0 0.0 0.0
H -0.672 -2.252 1.658 0.0 0.0 0.0
H -3.861 -0.839 2.090 0.0 0.0 0.0
H -5.999 -0.363 1.470 0.0 0.0 0.0
H -6.802 0.681 -0.474 0.0 0.0 0.0
H -5.517 1.573 -2.213 0.0 0.0 0.0
H -3.252 1.645 -2.467 0.0 0.0 0.0
H -1.389 1.819 -2.937 0.0 0.0 0.0
H 0.214 1.509 -2.337 0.0 0.0 0.0
H -1.596 3.761 -1.627 0.0 0.0 0.0
H 0.158 3.660 -1.594 0.0 0.0 0.0
H -1.870 2.908 0.535 0.0 0.0 0.0
H -0.551 4.067 0.585 0.0 0.0 0.0
H -0.514 4.009 2.496 0.0 0.0 0.0
H 0.671 4.970 4.182 0.0 0.0 0.0
H 2.754 4.321 5.092 0.0 0.0 0.0
H 3.887 2.305 4.628 0.0 0.0 0.0
H 3.181 0.515 3.431 0.0 0.0 0.0
H 2.786 -1.142 2.477 0.0 0.0 0.0
H 1.426 -2.032 1.864 0.0 0.0 0.0
H 1.318 -0.537 4.528 0.0 0.0 0.0
H 1.906 -2.176 4.404 0.0 0.0 0.0
C -3.406 -4.625 -3.116 0.0 0.0 0.0
C -3.301 -3.323 -3.581 0.0 0.0 0.0
C -2.751 -2.367 -2.742 0.1 0.0 -0.1
N -2.312 -2.630 -1.514 -0.1 0.1 0.1
C -2.414 -3.883 -1.080 0.0 -0.1 0.0
C -2.954 -4.912 -1.839 0.0 0.0 0.0
H -3.825 -5.403 -3.741 0.0 0.0 0.0
H -3.629 -3.049 -4.574 0.0 0.0 0.0
H -2.638 -1.341 -3.079 0.0 0.0 0.0
H -2.022 -4.081 -0.089 0.0 0.0 0.0
H -3.005 -5.914 -1.434 0.0 0.0 0.0
F 2.939 1.324 -3.423 0.0 0.0 0.0
C 3.842 1.445 -2.444 0.3 0.1 0.1
F 4.664 2.443 -2.744 -0.1 -0.1 0.0
F 4.527 0.315 -2.349 -0.1 0.0 0.0
S 2.959 1.830 -0.861 -0.3 -0.1 -0.1
O 1.951 0.755 -0.866 -0.3 0.0 -0.1
O 2.467 3.163 -1.044 0.0 0.0 0.0
N 3.857 1.569 0.355 0.1 0.0 0.0
S 5.284 2.176 0.724 -0.1 0.0 0.2
O 5.593 1.723 2.044 0.0 0.1 0.0
O 6.231 2.051 -0.336 0.1 0.0 0.0
C 5.006 4.000 0.907 0.0 0.1 0.0
F 6.024 4.524 1.593 -0.1 -0.1 -0.1
F 4.944 4.595 -0.282 0.0 0.0 0.0
F 3.877 4.248 1.570 0.0 0.0 0.0
O 0.803 -3.772 -0.332 0.0 0.0 -0.1
C 0.752 -2.762 -0.994 -0.2 0.1 0.2
O 0.644 -1.569 -0.427 0.2 0.0 -0.2
C 0.744 -2.747 -2.488 0.0 -0.2 0.0
C 0.499 -3.950 -3.144 0.0 0.0 0.0
C 0.423 -3.982 -4.527 0.0 0.0 0.0
C 0.611 -2.815 -5.257 0.0 0.0 0.0
C 0.878 -1.620 -4.604 0.0 0.0 0.0
C 0.937 -1.583 -3.220 0.0 0.0 0.0
H 0.359 -4.846 -2.554 0.0 0.0 0.0
H 0.220 -4.915 -5.037 0.0 0.0 0.0
H 0.559 -2.841 -6.338 0.0 0.0 0.0
H 1.046 -0.716 -5.175 0.0 0.0 0.0
H 1.154 -0.656 -2.711 0.0 0.0 0.0
```
Positions in Å, forces in eV/Å.